{"formula": "C42H34N3O4PdTe", "method": "the ωB97M-V functional and the def2-TZVPD basis", "elements": ["Pd", "O", "C", "O", "C", "C", "C", "C", "C", "C", "N", "C", "C", "C", "C", "C", "C", "N", "H", "H", "H", "H", "H", "H", "H", "H", "H", "H", "C", "C", "C", "C", "C", "O", "C", "C", "C", "C", "C", "C", "C", "O", "C", "C", "C", "N", "C", "C", "Te", "C", "C", "C", "C", "C", "C", "C", "C", "C", "C", "C", "C", "H", "H", "H", "H", "H", "H", "H", "H", "H", "H", "H", "H", "H", "H", "H", "H", "H", "H", "H", "H", "H", "H", "H", "H"], "coordinates": [[-0.4110, -0.4483, 0.5451], [-6.9455, -4.2813, 0.2602], [-5.9786, -4.7564, -0.5491], [-6.1747, -5.7137, -1.2353], [-4.6548, -4.0349, -0.5459], [-3.5424, -4.7587, -0.9576], [-2.2961, -4.1611, -0.9970], [-2.1643, -2.8232, -0.6468], [-3.2637, -2.0962, -0.2273], [-4.5100, -2.7027, -0.1826], [-0.8895, -2.1571, -0.6721], [-0.0184, -2.4529, -1.5434], [1.2824, -1.7392, -1.5353], [2.3120, -2.1102, -2.3674], [3.5182, -1.4159, -2.2803], [3.6361, -0.3885, -1.3688], [2.5440, -0.0702, -0.5650], [1.4004, -0.7309, -0.6564], [-6.6107, -3.5844, 0.8374], [-3.6722, -5.7964, -1.2352], [-1.4261, -4.7469, -1.2669], [-3.1542, -1.0505, 0.0343], [-5.3652, -2.1056, 0.1114], [-0.2070, -3.2007, -2.3127], [2.1820, -2.9294, -3.0627], [4.3491, -1.6824, -2.9195], [4.5550, 0.1722, -1.2701], [2.5812, 0.7196, 0.1756], [-3.2138, 3.8540, 5.1092], [-2.3168, 2.9864, 4.2576], [-1.4509, 2.0506, 4.8258], [-0.6208, 1.2572, 4.0505], [0.2096, 0.1927, 4.6827], [0.7743, 0.3609, 5.7407], [0.2402, -1.1468, 4.0011], [1.3621, -1.9479, 4.1397], [1.4187, -3.1835, 3.5073], [0.3377, -3.6333, 2.7593], [-0.8039, -2.8454, 2.6481], [-0.8462, -1.6047, 3.2615], [-0.5715, 1.4233, 2.6726], [0.3486, 0.7693, 1.9880], [-1.4829, 2.3000, 2.0654], [-2.3256, 3.0793, 2.8765], [-1.5287, 2.4193, 0.6025], [-1.1935, 1.4442, -0.1804], [-1.0054, 1.6050, -1.6385], [-1.9217, 0.6940, -2.4416], [-1.6087, 0.8811, -4.5488], [-2.9163, 2.5036, -4.8120], [-2.4133, 3.7616, -5.1316], [-3.2880, 4.8087, -5.4031], [-4.6587, 4.6043, -5.3441], [-5.1617, 3.3534, -5.0062], [-4.2936, 2.2992, -4.7513], [-2.0284, 3.7166, 0.0551], [-3.2140, 3.7706, -0.6694], [-3.7035, 4.9916, -1.1074], [-2.9938, 6.1569, -0.8490], [-1.8045, 6.1033, -0.1351], [-1.3313, 4.8870, 0.3348], [-3.2445, 3.4961, 6.1371], [-4.2354, 3.8689, 4.7284], [-2.8584, 4.8853, 5.1302], [-1.4252, 1.9136, 5.9019], [2.1876, -1.5870, 4.7392], [2.3023, -3.8004, 3.6098], [0.3745, -4.6022, 2.2775], [-1.6671, -3.2106, 2.0993], [-1.7411, -0.9944, 3.1919], [-3.0151, 3.7698, 2.4017], [0.0362, 1.3533, -1.8417], [-1.1501, 2.6368, -1.9531], [-2.9731, 0.9180, -2.2576], [-1.7603, -0.3575, -2.2070], [-1.3442, 3.9223, -5.1897], [-2.8937, 5.7821, -5.6673], [-5.3380, 5.4186, -5.5646], [-6.2319, 3.1882, -4.9749], [-4.6897, 1.3112, -4.5478], [-3.7690, 2.8607, -0.8706], [-4.6338, 5.0286, -1.6540], [-3.3724, 7.1095, -1.1976], [-1.2543, 7.0114, 0.0748], [-0.4235, 4.8437, 0.9253]], "atomic_forces_ev_per_a": [[0.09, 0.20, 0.47], [0.09, 0.08, -0.01], [-0.02, 0.02, 0.05], [0.03, -0.03, -0.04], [-0.13, -0.03, 0.02], [0.09, -0.04, -0.01], [0.03, -0.14, -0.01], [0.55, 0.10, -0.05], [-0.16, 0.09, 0.01], [0.01, 0.09, 0.02], [-0.94, -0.24, -0.06], [0.51, 0.13, -0.19], [-0.43, -0.24, 0.00], [0.28, -0.02, -0.14], [-0.08, -0.12, -0.10], [-0.01, 0.10, 0.09], [0.04, 0.00, 0.06], [-0.19, 0.02, -0.04], [-0.03, -0.04, 0.00], [0.01, 0.02, 0.00], [-0.03, 0.00, -0.01], [0.02, 0.04, 0.03], [0.00, -0.01, -0.01], [0.11, -0.02, 0.02], [0.01, 0.03, 0.00], [-0.01, 0.00, 0.01], [-0.02, -0.01, 0.01], [-0.02, 0.02, -0.01], [0.07, -0.08, -0.07], [-0.02, -0.01, 0.07], [0.00, -0.01, 0.10], [-0.07, 0.09, 0.65], [-0.03, -0.02, 0.33], [-0.01, -0.03, -0.18], [0.09, 0.05, 0.06], [0.02, -0.02, -0.01], [-0.07, -0.04, -0.04], [0.12, 0.02, 0.00], [-0.05, -0.16, -0.12], [-0.13, 0.07, 0.01], [0.37, -0.37, -0.66], [0.13, 0.23, 0.09], [-0.30, 0.30, -0.19], [0.00, -0.02, -0.20], [-0.18, -0.08, -0.21], [0.31, 0.06, -0.21], [-0.25, 0.01, 0.22], [0.01, 0.02, 0.12], [0.08, -0.10, -0.04], [-0.04, 0.08, -0.03], [-0.09, 0.02, -0.03], [0.04, -0.03, 0.03], [-0.02, 0.00, 0.09], [0.03, -0.03, -0.01], [-0.02, 0.09, -0.08], [0.07, -0.07, 0.06], [-0.04, -0.05, -0.03], [0.11, 0.01, -0.03], [-0.03, -0.01, -0.03], [0.01, -0.02, 0.03], [0.02, 0.06, 0.01], [0.01, -0.01, -0.01], [0.01, -0.02, -0.02], [0.03, 0.00, -0.01], [-0.01, 0.01, -0.02], [0.00, -0.01, 0.00], [-0.02, 0.00, -0.01], [0.01, -0.01, 0.02], [0.06, 0.01, 0.07], [-0.04, 0.01, 0.03], [0.03, -0.02, 0.00], [0.04, -0.03, -0.04], [-0.04, 0.10, 0.09], [0.01, 0.02, 0.00], [-0.02, 0.05, 0.04], [-0.01, 0.00, 0.02], [-0.01, -0.02, 0.01], [0.02, -0.03, 0.00], [0.03, 0.01, 0.01], [0.01, 0.03, 0.03], [0.02, 0.01, 0.01], [-0.06, 0.02, -0.06], [0.01, -0.03, 0.01], [-0.01, -0.02, -0.01], [-0.02, 0.00, -0.02]], "lowdin_spin": [1.35, 0.00, 0.00, 0.00, 0.00, 0.00, 0.00, 0.00, 0.01, 0.00, 0.04, 0.02, 0.01, 0.01, 0.00, 0.01, 0.01, 0.11, 0.00, 0.00, 0.00, 0.00, 0.00, 0.00, 0.00, 0.00, 0.00, 0.00, 0.00, 0.01, -0.01, 0.01, 0.00, 0.00, 0.00, 0.00, 0.00, 0.00, 0.02, 0.01, 0.01, 0.15, 0.02, 0.00, 0.02, 0.16, 0.01, 0.00, 0.00, 0.00, 0.00, 0.00, 0.00, 0.00, 0.00, 0.01, 0.00, 0.00, 0.00, 0.00, 0.00, 0.00, 0.00, 0.00, 0.00, 0.00, 0.00, 0.00, 0.00, 0.00, 0.00, 0.00, 0.00, 0.00, 0.00, 0.00, 0.00, 0.00, 0.00, 0.00, 0.00, 0.00, 0.00, 0.00, 0.00], "relative_energy_kcal_mol": 15.2, "homo_lumo_gap_ha": [0.230, 0.217], "charge": 1, "homo_ha": [-0.381, -0.385], "lumo_ev": [-4.130, -4.568], "s2": 2.007, "fmax_ev_per_a": 1.0, "molar_mass_g_mol": 878.8, "spin_multiplicity": 3}